1 | ORCA calculation (ωB97M-V/def2-TZVPD) on the ion C4H14N3 with charge +1.

Kohn-Sham gap in eV: 8.87

The geometry in ORCA input format:
```
! RIJCOSX wB97M-V def2-TZVPD def2/J DEFGRID3
* xyz 1 1
H 3.327 -0.785 0.634
H -3.013 1.835 -0.148
N -2.419 1.208 -0.676
C -0.993 1.759 -0.819
N 2.500 -1.152 0.116
N -0.338 0.067 0.593
H -0.548 0.853 1.124
H 2.884 -1.968 -0.346
C 0.153 -1.426 0.487
H -0.663 -1.904 0.960
H -2.299 0.357 -0.065
C -0.109 0.587 -0.715
H -2.829 0.895 -1.544
H 1.745 -0.561 1.939
H -0.110 -0.174 -1.565
C 1.604 -1.416 1.233
H 0.372 -1.783 -0.480
H 1.664 -2.370 1.899
H -0.986 2.368 -1.717
H -0.922 2.557 0.003
H 0.980 1.051 -0.913
*
```

Calculated atomic charges, method natural (NBO), unit e: H 0.37; H 0.44; N -0.70; C -0.23; N -0.85; N -0.73; H 0.40; H 0.37; C -0.18; H 0.20; H 0.45; C -0.27; H 0.44; H 0.20; H 0.23; C -0.23; H 0.21; H 0.19; H 0.24; H 0.22; H 0.22

2 | ORCA calculation (ωB97M-V/def2-TZVPD) on a cluster of 2 separate species, C4H14N3 in total.

Kohn-Sham gap in eV: 10.08

The geometry in ORCA input format:
```
! RIJCOSX wB97M-V def2-TZVPD def2/J DEFGRID3
* xyz 1 1
H 1.319 -1.073 -2.143
C -0.209 1.444 0.354
H -0.181 1.109 2.456
N -1.324 0.451 0.226
H 0.384 1.353 -0.553
H -1.893 0.563 -0.613
H -0.778 -2.933 0.060
N -0.363 -2.084 -0.302
N 1.579 2.172 1.821
H 0.286 -1.622 -3.607
H -1.959 0.443 1.027
H 1.019 0.188 1.530
H -1.486 -2.311 -2.035
H 0.604 -2.078 0.005
H 2.189 1.889 2.582
C 0.554 1.164 1.641
H -0.687 2.424 0.363
H -0.984 -0.580 0.159
C 0.413 -1.507 -2.540
H 1.175 3.048 2.134
C -0.507 -1.984 -1.723
*
```

Calculated atomic charges, method natural (NBO), unit e: H 0.20; C -0.22; H 0.17; N -0.72; H 0.23; H 0.43; H 0.41; N -0.86; N -0.81; H 0.24; H 0.42; H 0.20; H 0.21; H 0.39; H 0.38; C -0.23; H 0.22; H 0.46; C -0.44; H 0.37; C -0.04

3 | ORCA calculation (ωB97M-V/def2-TZVPD) on a cluster of 2 separate species, C4H14N3 in total.

Kohn-Sham gap in eV: 8.84

The geometry in ORCA input format:
```
! RIJCOSX wB97M-V def2-TZVPD def2/J DEFGRID3
* xyz 1 1
H 3.155 0.471 -0.091
H -0.457 -2.324 1.465
H -1.758 0.418 -2.049
N -2.399 -0.163 -1.487
N 0.632 2.296 0.640
H 2.427 2.654 -0.307
H -3.042 -0.592 -2.127
H 1.739 -0.074 0.732
C 1.834 1.901 0.228
H -0.104 1.644 0.872
C -1.614 -1.169 -0.773
H 0.053 0.122 -0.399
H 0.798 -2.198 0.240
H 0.398 3.281 0.460
N 2.319 0.695 0.356
H -1.151 0.079 0.953
H -2.319 -1.774 -0.175
C 0.216 -1.616 0.960
C -0.593 -0.526 0.206
H -1.066 -1.868 -1.445
H 0.933 -1.258 1.739
*
```

Calculated atomic charges, method natural (NBO), unit e: H 0.43; H 0.25; H 0.34; N -0.83; N -0.72; H 0.24; H 0.38; H 0.44; C 0.40; H 0.44; C -0.21; H 0.17; H 0.22; H 0.44; N -0.70; H 0.20; H 0.20; C -0.64; C -0.42; H 0.17; H 0.20

Of the structures shown above, 1 is the least stable.